[1]
2 unconnected molecules or ions with the total composition C2H6NO3, computed with the ωB97M-V functional and the def2-TZVPD basis.

Structure (ORCA input):
```
! wB97M-V def2-TZVPD RIJCOSX def2/J DEFGRID3
* xyz -1 1
O 1.182 0.924 0.092
C 0.120 0.392 0.578
N -0.332 -0.819 0.149
C -1.799 -1.157 0.630
O -2.616 -0.418 0.018
H -0.376 1.033 1.369
H -0.031 -1.403 -0.569
H -1.721 -1.118 1.748
H -1.915 -2.227 0.336
H 2.291 0.903 -1.442
H 2.628 2.245 -1.042
O 2.569 1.646 -1.867
*
```

E_HOMO ... -3.27 eV
Lowest unoccupied orbital energy ... 4.07 eV
Energy above the lowest of the compared OMol25 structures with the same formula, charge and spin ... 59.9 kcal/mol

[2]
A single C6H4O molecule, computed with the ωB97M-V functional and the def2-TZVPD basis.

Structure (ORCA input):
```
! wB97M-V def2-TZVPD RIJCOSX def2/J DEFGRID3
* xyz 0 1
C 0.947 1.663 -0.055
C -1.550 0.479 -2.067
C -0.931 0.003 -1.068
C -0.226 -0.363 0.024
O 0.687 0.405 0.591
C -0.426 -1.635 0.653
C -0.667 -2.733 1.086
H 1.570 1.487 -0.936
H 1.472 2.271 0.680
H 0.012 2.133 -0.369
H -0.887 -3.710 1.461
*
```

E_HOMO ... -9.94 eV
Lowest unoccupied orbital energy ... -1.36 eV
Energy above the lowest of the compared OMol25 structures with the same formula, charge and spin ... 112.3 kcal/mol

[3]
16 unconnected molecules or ions with the total composition C4H30BO23, computed with the ωB97M-V functional and the def2-TZVPD basis.

Structure (ORCA input):
```
! wB97M-V def2-TZVPD RIJCOSX def2/J DEFGRID3
* xyz -1 1
O 0.817 -1.106 -3.225
C 0.759 -0.715 -2.038
O 0.692 0.501 -1.524
B 0.596 0.451 -0.091
O 0.734 -0.970 0.293
C 0.812 -1.710 -0.805
O 0.995 -2.943 -0.847
O -0.671 1.046 0.437
C -0.495 1.889 1.320
O -1.352 2.520 1.983
C 1.097 2.036 1.430
O 1.681 1.228 0.552
O 1.661 2.773 2.242
O 3.134 -5.273 -1.642
H 2.206 -5.484 -1.740
H 3.261 -5.182 -0.697
O 0.517 2.720 4.705
H 1.284 2.822 5.269
H 0.859 2.810 3.816
O -0.314 -5.153 0.462
H -0.015 -4.492 -0.163
H -1.095 -5.531 0.058
O -4.006 1.380 1.725
H -3.123 1.706 1.900
H -4.466 1.474 2.559
O 2.836 -0.493 -5.402
H 2.054 -0.971 -5.125
H 3.546 -0.875 -4.887
O 3.860 -0.303 0.734
H 4.378 -0.369 -0.068
H 3.077 0.182 0.475
O 3.179 -2.808 1.662
H 2.648 -2.651 0.880
H 3.549 -1.952 1.876
O -2.487 -1.743 -0.490
H -2.609 -2.693 -0.480
H -1.930 -1.565 0.268
O 1.115 -1.015 3.285
H 0.746 -1.715 2.747
H 0.718 -1.139 4.147
O -3.759 4.597 0.610
H -4.615 5.024 0.588
H -3.800 4.014 1.368
O -1.741 2.847 -2.102
H -1.463 2.650 -2.996
H -2.010 2.002 -1.742
O -1.435 0.333 -4.275
H -0.602 0.100 -3.866
H -2.029 -0.377 -4.030
O -3.461 0.900 -0.907
H -2.986 0.073 -0.824
H -3.784 1.081 -0.025
O -1.844 0.938 4.595
H -0.979 1.345 4.633
H -2.434 1.590 4.972
O 2.477 2.262 -4.097
H 1.532 2.383 -4.007
H 2.686 1.548 -3.495
*
```

E_HOMO ... -7.89 eV
Lowest unoccupied orbital energy ... 1.64 eV
Energy above the lowest of the compared OMol25 structures with the same formula, charge and spin ... 41.1 kcal/mol

[4]
A molecular structure, C9H27FO12P3V, computed with the ωB97M-V functional and the def2-TZVPD basis.

Structure (ORCA input):
```
! wB97M-V def2-TZVPD RIJCOSX def2/J DEFGRID3
* xyz 3 4
V 1.933 -0.071 1.163
F 0.900 -1.389 -0.030
C -2.478 0.056 -0.171
O -2.315 1.404 0.439
P -0.832 2.075 0.562
O 0.173 1.052 1.066
O -1.065 3.362 1.578
C -2.043 4.278 1.203
O -0.536 2.763 -0.811
C 0.591 3.502 -1.104
H -3.413 -0.034 -0.724
H -2.363 -0.591 0.699
H -1.610 -0.080 -0.815
H -1.916 4.883 0.305
H -1.975 5.034 1.986
H -3.070 3.914 1.225
H 0.635 4.395 -0.481
H 0.611 3.830 -2.143
H 1.566 3.073 -0.874
C 2.118 0.969 -3.506
O 2.355 0.006 -4.547
P 1.193 -0.670 -5.498
O 1.641 -1.367 -6.772
O 0.209 -1.523 -4.410
C 0.698 -1.964 -3.189
O 0.201 0.512 -5.730
C -0.824 0.359 -6.732
H 2.740 0.795 -2.628
H 1.098 0.893 -3.127
H 2.187 2.007 -3.831
H 0.407 -2.977 -2.912
H 0.226 -1.295 -2.469
H 1.728 -1.674 -2.985
H -0.553 -0.356 -7.509
H -0.940 1.256 -7.340
H -1.654 -0.092 -6.188
C 2.781 -2.033 4.928
O 1.474 -1.487 5.275
P 0.417 -1.647 4.000
O 0.914 -1.183 2.685
O 0.034 -3.181 4.016
C -0.814 -3.712 3.048
O -0.969 -0.871 4.572
C -1.387 -1.008 5.959
H 2.735 -2.538 3.963
H 3.340 -2.673 5.610
H 3.409 -1.175 4.689
H -0.711 -4.776 3.262
H -0.417 -3.513 2.053
H -1.822 -3.368 3.281
H -2.349 -1.489 6.135
H -1.535 0.007 6.329
H -0.725 -1.688 6.495
*
```

E_HOMO (spin up / spin down) ... -18.57 / -18.57 eV
Lowest unoccupied orbital energy (spin up / spin down) ... -14.31 / -13.87 eV

[5]
A molecular structure, C51H65CaGeN5O3PS, computed with the ωB97M-V functional and the def2-TZVPD basis.

Structure (ORCA input):
```
! wB97M-V def2-TZVPD RIJCOSX def2/J DEFGRID3
* xyz -1 1
Ca 0.332 0.394 0.540
C 1.932 5.559 -1.963
C 0.927 4.402 -1.783
C -0.160 4.777 -0.714
P 1.500 2.641 -1.560
C 1.536 1.869 -3.261
C 1.914 2.744 -4.462
C 2.330 0.513 -3.318
C 3.163 2.869 -0.992
C 4.118 3.546 -1.766
C 5.361 3.908 -1.258
C 6.397 4.668 -2.046
C 5.644 3.495 0.065
C 4.767 2.750 0.820
C 3.471 2.384 0.314
N 2.585 1.506 0.933
C 3.098 0.886 2.074
C 2.873 1.318 3.418
C 2.544 2.757 3.686
C 3.129 0.402 4.464
C 3.774 -0.842 4.284
C 3.908 -1.841 5.391
C 4.233 -1.113 2.982
C 3.951 -0.251 1.882
C 4.429 -0.692 0.521
H 1.357 6.483 -2.145
H 2.689 5.471 -2.764
H 2.480 5.702 -1.033
H 0.303 4.310 -2.733
H 0.228 5.027 0.259
H -0.861 3.925 -0.647
H -0.675 5.665 -1.084
H 0.449 1.683 -3.381
H 3.000 2.786 -4.560
H 1.546 3.764 -4.340
H 1.494 2.360 -5.405
H 3.330 0.596 -2.926
H 2.465 0.184 -4.362
H 1.805 -0.290 -2.785
H 3.865 3.770 -2.811
H 5.952 5.271 -2.874
H 7.160 3.960 -2.466
H 6.958 5.351 -1.384
H 6.623 3.690 0.486
H 5.085 2.317 1.784
H 1.464 2.984 3.712
H 2.889 3.388 2.847
H 3.039 3.141 4.634
H 2.973 0.720 5.512
H 2.904 -2.064 5.786
H 4.427 -1.398 6.258
H 4.371 -2.788 5.070
H 4.716 -2.094 2.853
H 5.490 -0.485 0.417
H 3.907 -0.161 -0.296
H 4.317 -1.795 0.408
O -1.454 -0.368 -0.723
H -2.083 0.226 -1.295
H -1.042 -0.987 -1.402
O -1.618 2.215 1.098
H -1.433 2.910 1.735
H -2.226 2.629 0.450
O -0.289 -0.121 2.750
H -0.086 -1.076 2.946
H -0.942 0.189 3.441
N -5.982 -0.833 3.533
C -6.160 -1.703 2.437
C -5.549 -1.087 1.368
N -5.082 0.128 1.765
C -5.414 0.296 3.031
H -6.416 -0.991 4.472
H -6.602 -2.688 2.513
H -5.489 -1.389 0.297
H -5.143 1.163 3.614
C 1.170 -2.163 0.522
Ge 0.179 -3.826 0.629
C -1.069 -4.105 -0.843
C -2.384 -3.591 -0.956
C -3.154 -3.940 -2.064
C -2.765 -4.941 -2.941
C -1.461 -5.381 -2.872
C -0.606 -4.954 -1.855
C 1.365 -5.301 0.715
C 0.861 -6.583 0.727
C 1.734 -7.682 0.873
C 3.085 -7.440 0.918
C 3.606 -6.171 0.820
C 2.762 -5.083 0.706
C -0.792 -3.968 2.351
C -0.009 -3.970 3.494
C -0.520 -4.297 4.737
C -1.907 -4.320 4.926
C -2.702 -4.114 3.825
C -2.193 -4.108 2.527
H 2.144 -2.505 0.140
H -2.785 -2.787 -0.288
H -4.077 -3.355 -2.309
H -3.442 -5.443 -3.619
H -1.067 -6.015 -3.672
H 0.400 -5.356 -1.856
H -0.225 -6.762 0.741
H 1.384 -8.712 0.934
H 3.765 -8.283 0.995
H 4.669 -6.040 0.757
H 3.164 -4.090 0.573
H 1.033 -3.745 3.497
H 0.118 -4.514 5.612
H -2.268 -4.296 5.952
H -3.796 -3.944 3.923
H -2.907 -4.168 1.702
N -4.335 2.672 -0.160
C -4.259 2.611 -1.514
S -3.008 1.957 -2.368
N -5.233 3.364 -2.138
C -5.623 3.351 -3.496
C -5.752 2.180 -4.247
C -6.495 2.206 -5.452
C -6.934 3.433 -5.913
C -6.677 4.622 -5.270
C -6.006 4.577 -4.077
H -4.513 1.793 0.372
H -4.888 3.484 0.209
H -5.771 3.948 -1.518
H -5.340 1.249 -3.831
H -6.676 1.325 -6.110
H -7.474 3.503 -6.844
H -7.094 5.540 -5.665
H -5.731 5.501 -3.615
*
```

E_HOMO (spin up / spin down) ... -1.07 / -1.08 eV
Lowest unoccupied orbital energy (spin up / spin down) ... 1.35 / 1.35 eV
Energy above the lowest of the compared OMol25 structures with the same formula, charge and spin ... 65.2 kcal/mol

[6]
A molecular structure, C19H24N7RuS, computed with the ωB97M-V functional and the def2-TZVPD basis.

Structure (ORCA input):
```
! wB97M-V def2-TZVPD RIJCOSX def2/J DEFGRID3
* xyz 3 5
Ru -0.609 0.416 -0.311
C -1.347 1.841 3.758
C -0.822 1.485 2.416
N -1.477 0.777 1.549
N -2.728 0.321 1.848
C -3.380 -0.126 0.817
N -4.617 -0.594 0.947
S -2.707 -0.147 -0.853
C 0.500 1.964 1.946
C 1.302 2.781 2.717
C 2.511 3.238 2.199
C 2.881 2.866 0.918
C 2.032 2.049 0.193
N 0.874 1.596 0.689
H -2.268 1.309 3.964
H -1.548 2.916 3.798
H -0.611 1.617 4.532
H -5.089 -0.509 1.836
H -5.164 -0.862 0.145
H 0.986 3.073 3.709
H 3.146 3.884 2.791
H 3.806 3.209 0.476
H 2.275 1.749 -0.818
N 1.096 -4.585 0.431
C 2.095 -3.476 0.617
C 1.582 -2.194 -0.028
N 0.249 -1.788 0.461
C -0.718 -2.895 0.287
C -0.265 -4.192 0.942
H 1.419 -5.426 0.919
H 1.036 -4.843 -0.558
H 3.041 -3.788 0.176
H 2.235 -3.358 1.692
H 1.521 -2.319 -1.112
H 2.304 -1.401 0.169
H 0.316 -1.570 1.455
H -0.877 -3.038 -0.785
H -1.677 -2.611 0.716
H -0.959 -5.003 0.727
H -0.175 -4.090 2.024
N 0.476 3.062 -7.057
C 0.306 2.643 -5.997
C 0.102 2.120 -4.695
C -0.526 2.917 -3.707
C -0.718 2.399 -2.459
C -0.287 1.074 -2.137
C 0.343 0.292 -3.151
C 0.532 0.800 -4.404
H -0.849 3.918 -3.957
H -1.212 3.005 -1.708
H 0.663 -0.721 -2.942
H 1.000 0.213 -5.184
*
```

E_HOMO (spin up / spin down) ... -17.18 / -17.21 eV
Lowest unoccupied orbital energy (spin up / spin down) ... -9.19 / -11.94 eV
Energy above the lowest of the compared OMol25 structures with the same formula, charge and spin ... 1.2 kcal/mol

[7]
2 unconnected molecules or ions with the total composition C5H8O, computed with the ωB97M-V functional and the def2-TZVPD basis.

Structure (ORCA input):
```
! wB97M-V def2-TZVPD RIJCOSX def2/J DEFGRID3
* xyz 0 1
C -0.082 0.985 0.213
C -1.445 0.817 0.785
C -0.950 -0.354 0.043
H 0.704 1.251 0.926
H 0.042 1.538 -0.715
H -1.441 0.676 1.860
H -2.229 1.419 0.362
H -1.295 -0.530 -0.978
H -0.803 -1.300 0.572
C 1.468 -0.885 -1.164
C 1.380 -0.757 0.148
O 1.541 -0.907 1.303
H 2.199 -1.621 -1.451
H 0.910 -0.333 -1.904
*
```

E_HOMO ... -8.69 eV
SMILES string ... C1CC1.C=C=O
Lowest unoccupied orbital energy ... 1.04 eV
Energy above the lowest of the compared OMol25 structures with the same formula, charge and spin ... 75.7 kcal/mol

[8]
A molecular structure, BrH2NOS2, computed with the ωB97M-V functional and the def2-TZVPD basis.

Structure (ORCA input):
```
! wB97M-V def2-TZVPD RIJCOSX def2/J DEFGRID3
* xyz 0 1
N 1.036 0.247 1.750
O 2.254 1.316 -0.354
S 0.507 -1.050 -1.053
S 1.169 0.512 0.235
Br 2.031 -1.001 2.604
H 0.120 -1.644 -0.030
H -0.053 1.228 0.095
*
```

E_HOMO ... -9.60 eV
Lowest unoccupied orbital energy ... -0.53 eV
Energy above the lowest of the compared OMol25 structures with the same formula, charge and spin ... 37.4 kcal/mol

| no. | molecular weight (Da) |
| --- | --- |
| 1 | 92.074 |
| 2 | 92.097 |
| 3 | 457.073 |
| 4 | 490.167 |
| 5 | 971.842 |
| 6 | 483.587 |
| 7 | 84.118 |
| 8 | 176.060 |